*one*
Formula: C3H8S2
Source: the OMol25 dataset
Level of theory: ωB97M-V/def2-TZVPD

Last columns: bonded neighbours and bond lengths (Å).
Atoms and positions in Å:
1 C 0.14 -1.14 1.52  C2 1.558, H6 1.088, H7 1.080, H8 1.092
2 C 0.83 -0.11 0.59  C1 1.558, C3 1.557, H9 1.117, H10 1.112
3 C -0.09 0.46 -0.54  C2 1.557, S4 1.728, H11 1.145, H12 1.101
4 S 0.68 1.26 -1.86  C3 1.728, S5 2.482
5 S -1.37 0.85 -3.18  S4 2.482, H13 1.335
6 H -0.08 -2.08 1.03  C1 1.088
7 H 0.90 -1.38 2.25  C1 1.080
8 H -0.80 -0.82 1.99  C1 1.092
9 H 1.74 -0.56 0.11  C2 1.117
10 H 1.07 0.71 1.30  C2 1.112
11 H -0.75 1.22 0.01  C3 1.145
12 H -0.75 -0.40 -0.73  C3 1.101
13 H -1.51 1.97 -2.48  S5 1.335

HOMO level, Ha: -0.3362
Molar mass, g mol⁻¹: 108.23
Frontier orbital gap, eV: 7.82
Charge: 0
Lowest unoccupied orbital energy, eV: -1.3

***

*two*
Formula: C3H8S2
Source: the OMol25 dataset
Level of theory: ωB97M-V/def2-TZVPD

Last columns: bonded neighbours and bond lengths (Å).
Atoms and positions in Å:
1 C -2.48 0.73 0.05  C2 1.333, H3 1.088, H4 1.086
2 C -1.61 0.83 1.06  C1 1.333, H5 1.081, H6 1.077
3 H -2.85 -0.25 -0.23  C1 1.088
4 H -3.07 1.56 -0.32  C1 1.086
5 H -1.01 -0.04 1.30  C2 1.081
6 H -1.34 1.79 1.46  C2 1.077
7 C 2.52 -0.58 0.17  S8 1.786, H10 1.092, H11 1.086, H12 1.097
8 S 1.25 0.35 -0.68  C7 1.786, S9 2.100
9 S 0.18 -1.31 -1.40  S8 2.100, H13 1.340
10 H 2.91 -1.41 -0.43  C7 1.092
11 H 3.37 0.02 0.46  C7 1.086
12 H 2.16 -1.02 1.11  C7 1.097
13 H -0.04 -0.68 -2.56  S9 1.340

HOMO level, Ha: -0.3102
Molar mass, g mol⁻¹: 108.23
Frontier orbital gap, eV: 8.88
Charge: 0
Lowest unoccupied orbital energy, eV: 0.4

***

*three*
Formula: C3H8S2
Source: the OMol25 dataset
Level of theory: ωB97M-V/def2-TZVPD

Last columns: bonded neighbours and bond lengths (Å).
Atoms and positions in Å:
1 C -3.28 3.06 0.29  C2 1.317, H3 1.087, H4 1.081
2 C -3.55 1.78 0.16  C1 1.317, H5 1.078, H6 1.080
3 H -3.86 3.69 0.96  C1 1.087
4 H -2.49 3.57 -0.24  C1 1.081
5 H -4.36 1.37 0.74  C2 1.078
6 H -3.04 1.07 -0.48  C2 1.080
7 C 2.04 -2.04 0.20  S8 1.804, H10 1.088, H11 1.079, H12 1.079
8 S 3.72 -1.44 0.47  C7 1.804, S9 2.017
9 S 4.68 -1.63 -1.30  S8 2.017, H13 1.351
10 H 1.35 -1.36 0.69  C7 1.088
11 H 1.95 -3.01 0.65  C7 1.079
12 H 1.78 -2.13 -0.85  C7 1.079
13 H 5.04 -2.93 -1.30  S9 1.351

HOMO level, Ha: -0.3332
Molar mass, g mol⁻¹: 108.23
Frontier orbital gap, eV: 9.73
Charge: 0
Lowest unoccupied orbital energy, eV: 0.7

***

Which one sits at the top of the stability order? *three* does.

***

*one*
Formula: C5H20N2O4
Source: the OMol25 dataset
Level of theory: ωB97M-V/def2-TZVPD

Last columns: bonded neighbours and bond lengths (Å).
Atoms and positions in Å:
1 C 1.09 2.85 0.66  N2 1.469, H9 1.097, H10 1.100, H11 1.103
2 N 0.75 1.44 0.89  C1 1.469, C3 1.437, H12 1.013
3 C 0.61 0.75 -0.36  N2 1.437, C4 1.522, H13 1.109, H14 1.098
4 C 0.50 -0.75 -0.15  C3 1.522, C5 1.568, N7 1.510, H15 1.102
5 C 1.40 -1.29 1.02  C4 1.568, O6 1.425, H16 1.094, H17 1.092
6 O 2.09 -2.50 0.69  C5 1.425, H18 0.966
7 N 0.77 -1.43 -1.47  C4 1.510, C8 1.440, H19 1.004
8 C 0.19 -2.74 -1.56  N7 1.440, H20 1.093, H21 1.097, H22 1.099
9 H 2.19 2.86 0.55  C1 1.097
10 H 0.79 3.45 1.53  C1 1.100
11 H 0.68 3.48 -0.14  C1 1.103
12 H -0.04 1.29 1.51  N2 1.013
13 H 1.60 0.80 -0.86  C3 1.109
14 H -0.12 1.02 -1.13  C3 1.098
15 H -0.46 -1.20 0.14  C4 1.102
16 H 2.18 -0.54 1.19  C5 1.094
17 H 0.81 -1.44 1.92  C5 1.092
18 H 2.05 -3.17 1.38  O6 0.966
19 H 1.75 -1.36 -1.70  N7 1.004
20 H 0.64 -3.41 -2.30  C8 1.093
21 H -0.88 -2.67 -1.81  C8 1.097
22 H 0.08 -3.38 -0.68  C8 1.099
23 O -1.80 -0.05 -2.79  H24 0.980, H25 0.967
24 H -0.98 -0.39 -3.21  O23 0.980
25 H -1.59 -0.21 -1.86  O23 0.967
26 O -2.34 -0.59 1.84  H27 0.977, H28 0.987
27 H -2.59 -0.04 2.61  O26 0.977
28 H -3.16 -1.15 1.79  O26 0.987
29 O -2.38 3.71 0.75  H30 0.966, H31 0.951
30 H -2.31 2.83 0.36  O29 0.966
31 H -1.54 3.83 1.18  O29 0.951

HOMO level, Ha: -0.3198
Molar mass, g mol⁻¹: 172.23
Frontier orbital gap, eV: 8.93
Charge: 0
Lowest unoccupied orbital energy, eV: 0.2

***

*two*
Formula: C5H20N2O4
Source: the OMol25 dataset
Level of theory: ωB97M-V/def2-TZVPD

Last columns: bonded neighbours and bond lengths (Å).
Atoms and positions in Å:
1 C 2.04 0.52 -0.36  N2 1.441, H9 1.106, H10 1.088, H11 1.094
2 N 0.93 -0.12 -1.02  C1 1.441, C3 1.478, C6 1.440
3 C 0.15 -1.02 -0.14  N2 1.478, C4 1.533, H12 1.094, H13 1.097
4 C 0.09 -0.93 1.39  C3 1.533, N5 1.459, H14 1.093, H15 1.057
5 N -1.10 -0.35 2.02  C4 1.459, H16 0.995, H17 1.011
6 C 0.11 0.69 -1.88  N2 1.440, C7 1.532, H18 1.094, H19 1.093
7 C -0.69 1.80 -1.20  C6 1.532, O8 1.438, H20 1.091, H21 1.083
8 O -1.34 2.63 -2.19  C7 1.438, H22 0.960
9 H 1.81 1.10 0.56  C1 1.106
10 H 2.54 1.27 -0.97  C1 1.088
11 H 2.74 -0.23 0.02  C1 1.094
12 H -0.84 -1.14 -0.59  C3 1.094
13 H 0.47 -2.04 -0.35  C3 1.097
14 H 0.95 -0.32 1.69  C4 1.093
15 H 0.28 -1.88 1.81  C4 1.057
16 H -1.76 -1.09 2.11  N5 0.995
17 H -1.62 0.35 1.50  N5 1.011
18 H -0.58 0.03 -2.41  C6 1.094
19 H 0.70 1.18 -2.66  C6 1.093
20 H -1.47 1.42 -0.55  C7 1.091
21 H 0.01 2.54 -0.83  C7 1.083
22 H -2.01 2.19 -2.71  O8 0.960
23 O -3.34 -0.74 0.23  H24 0.962, H25 0.962
24 H -3.79 -1.48 0.65  O23 0.962
25 H -3.92 -0.53 -0.52  O23 0.962
26 O 2.68 -2.80 -1.43  H27 0.957, H28 0.964
27 H 3.50 -2.66 -0.96  O26 0.957
28 H 2.11 -2.04 -1.31  O26 0.964
29 O 0.39 1.52 3.68  H30 0.974, H31 0.967
30 H 0.05 0.62 3.55  O29 0.974
31 H 0.90 1.53 2.85  O29 0.967

HOMO level, Ha: -0.3123
Molar mass, g mol⁻¹: 172.23
Frontier orbital gap, eV: 8.60
Charge: 0
Lowest unoccupied orbital energy, eV: 0.1

***

Which one sits at the top of the stability order? *two* does.

***

*one*
Formula: C4H14NOS
Source: the OMol25 dataset
Level of theory: ωB97M-V/def2-TZVPD

Last columns: bonded neighbours and bond lengths (Å).
Atoms and positions in Å:
1 C 0.98 1.40 0.82  C2 1.536, N6 1.589, H7 1.084, H8 1.087
2 C 1.45 0.72 -0.48  C1 1.536, C3 1.527, H9 1.107, H10 1.086
3 C 0.50 0.73 -1.67  C2 1.527, S4 1.888, H11 1.083, H12 1.080
4 S -0.83 -0.60 -1.48  C3 1.888, C5 1.842
5 C -0.86 -2.29 -2.21  S4 1.842, H13 1.093, H14 1.083, H15 1.085
6 N -0.27 0.56 1.33  C1 1.589, H16 1.016, H17 1.029, H18 1.042
7 H 0.51 2.38 0.81  C1 1.084
8 H 1.72 1.23 1.60  C1 1.087
9 H 2.24 1.42 -0.81  C2 1.107
10 H 2.00 -0.15 -0.14  C2 1.086
11 H -0.09 1.63 -1.76  C3 1.083
12 H 1.12 0.50 -2.53  C3 1.080
13 H 0.12 -2.69 -2.49  C5 1.093
14 H -1.33 -2.96 -1.50  C5 1.083
15 H -1.32 -2.21 -3.19  C5 1.085
16 H -1.03 1.23 1.27  N6 1.016
17 H -0.29 0.18 2.29  N6 1.029
18 H -0.43 -0.22 0.67  N6 1.042
19 H -0.55 0.34 5.09  O21 0.962
20 H 0.66 -0.11 4.26  O21 0.965
21 O -0.23 0.25 4.18  H19 0.962, H20 0.965

HOMO level, Ha: -0.4557
Molar mass, g mol⁻¹: 124.23
Frontier orbital gap, eV: 9.47
Charge: +1
Lowest unoccupied orbital energy, eV: -2.9

***

*two*
Formula: C4H14NOS
Source: the OMol25 dataset
Level of theory: ωB97M-V/def2-TZVPD

Last columns: bonded neighbours and bond lengths (Å).
Atoms and positions in Å:
1 C -0.35 -0.65 1.14  C2 1.514, N6 1.502, H7 1.087, H8 1.088
2 C 0.56 -1.70 0.53  C1 1.514, C3 1.630, H9 1.082, H10 1.095
3 C 1.92 -1.07 -0.11  C2 1.630, S4 1.780, H11 1.080, H12 1.089
4 S 2.08 0.70 -0.04  C3 1.780, C5 1.863
5 C 1.88 1.56 -1.68  S4 1.863, H13 1.084, H14 1.083, H15 1.087
6 N -0.90 0.33 0.14  C1 1.502, H16 1.014, H17 1.021, H18 1.032
7 H 0.15 -0.01 1.86  C1 1.087
8 H -1.15 -1.23 1.61  C1 1.088
9 H 0.94 -2.46 1.20  C2 1.082
10 H -0.03 -2.20 -0.24  C2 1.095
11 H 2.71 -1.43 0.53  C3 1.080
12 H 2.06 -1.52 -1.10  C3 1.089
13 H 2.84 2.03 -1.84  C5 1.084
14 H 1.61 0.78 -2.38  C5 1.083
15 H 1.25 2.43 -1.49  C5 1.087
16 H -0.25 0.40 -0.64  N6 1.014
17 H -1.04 1.26 0.52  N6 1.021
18 H -1.88 0.13 -0.10  N6 1.032
19 H -4.43 0.21 0.44  O21 0.964
20 H -4.09 1.43 1.26  O21 0.965
21 O -3.91 1.02 0.41  H19 0.964, H20 0.965

HOMO level, Ha: -0.4566
Molar mass, g mol⁻¹: 124.23
Frontier orbital gap, eV: 9.31
Charge: +1
Lowest unoccupied orbital energy, eV: -3.1

***

Which one sits at the top of the stability order? *two* does.